A structure of composition C38H62BeN3O8 in a non-equilibrium geometry. Source: the Open Molecules 2025 dataset; level of theory: ωB97M-V/def2-TZVPD.

The geometry in XYZ format:
```
112
Properties=species:S:1:pos:R:3:forces:R:3:mulliken_charge:R:1
Be -3.6178 5.7273 0.1673 0.109 -0.236 0.024 0.62
C 1.1573 0.4133 0.0108 -0.105 0.482 -0.148 -0.93
C -0.2654 0.9110 -0.2952 1.805 2.167 2.255 -0.06
O -0.7375 2.0164 0.4147 0.564 -2.598 -1.721 -0.21
H 1.8447 1.2453 -0.1420 0.091 0.048 0.103 0.30
H 1.4454 -0.3626 -0.6985 -0.203 -0.038 -0.076 0.35
H 1.3222 0.0117 1.0106 -0.293 0.155 0.067 0.28
H -0.9157 0.0496 -0.1425 -1.295 -0.396 0.196 0.30
H -0.3674 1.0429 -1.3723 -0.728 0.373 -0.685 0.32
N 8.6128 -3.2492 1.8673 -1.293 0.975 -0.392 -0.53
C 9.7123 -2.7933 1.2765 0.532 0.963 -0.972 -0.16
C 9.7648 -1.7073 0.3613 -0.936 -0.750 0.966 -0.31
C 8.5717 -1.0250 0.0866 1.369 -0.630 0.171 -0.21
C 7.4292 -1.3921 0.7547 -0.131 -1.801 1.176 -0.35
C 7.4734 -2.5631 1.6269 0.990 1.516 -1.405 -0.25
H 10.6130 -3.3361 1.5228 0.202 -0.016 -0.041 0.36
H 10.6788 -1.3664 -0.1020 0.152 -0.313 0.048 0.35
H 8.6229 -0.2516 -0.6656 -0.373 0.283 0.134 0.38
H 6.5502 -0.7907 0.5753 -0.391 -0.371 0.219 0.36
H 6.5827 -2.9592 2.0919 -0.129 0.149 0.088 0.37
N -7.1810 3.0657 2.0176 -2.312 -1.146 1.669 -0.50
C -8.4672 3.4912 2.3984 1.707 -0.773 -0.311 -0.20
C -9.3982 2.7216 3.0966 1.030 -0.388 -0.381 -0.36
C -9.0301 1.4148 3.4109 -0.294 -0.682 -0.668 -0.20
C -7.8340 0.8929 2.9569 1.198 1.043 0.074 -0.40
C -6.9068 1.7636 2.3600 -1.027 1.715 -0.476 -0.15
H -8.7219 4.5118 2.1538 0.144 0.092 -0.216 0.35
H -10.3902 3.0732 3.3386 0.122 0.284 0.073 0.36
H -9.7070 0.7226 3.8895 -0.234 0.189 0.215 0.36
H -7.5026 -0.1208 3.1265 -0.285 -0.105 0.171 0.36
H -5.8986 1.4449 2.1399 0.040 -0.185 -0.178 0.39
N -0.4298 -1.1152 -9.0294 -0.755 0.385 0.607 -0.54
C -0.3558 -2.4223 -8.6749 -0.432 2.137 -0.350 -0.20
C -0.5512 -2.8365 -7.3676 0.484 -0.694 -0.597 -0.33
C -0.8288 -1.9084 -6.3872 -0.814 0.203 -0.724 -0.24
C -1.0370 -0.5860 -6.7730 0.397 0.597 -0.490 -0.38
C -0.8244 -0.1896 -8.1191 0.666 -2.518 0.515 -0.24
H -0.2474 -3.0202 -9.5677 0.384 -0.710 0.420 0.39
H -0.4721 -3.8870 -7.1296 -0.050 -0.087 0.060 0.36
H -1.0852 -2.3035 -5.4153 0.252 0.408 0.327 0.40
H -1.3129 0.1465 -6.0289 -0.164 0.135 0.003 0.36
H -0.9654 0.8088 -8.5061 0.039 0.148 0.242 0.41
C 2.1862 8.5298 3.1298 0.197 0.210 0.987 -0.99
C 1.2822 7.3395 3.1055 -2.189 0.701 -2.775 0.80
O 0.2131 7.4113 2.4783 1.339 -0.319 1.229 -0.60
C 1.7778 6.0752 3.6769 -0.088 0.013 0.457 -1.00
H 2.7979 8.6258 2.2327 -0.081 -0.250 -0.051 0.27
H 2.8354 8.4033 3.9962 0.306 0.376 -0.103 0.32
H 1.6075 9.4463 3.2444 -0.015 -0.095 -0.075 0.32
H 2.1483 6.3247 4.6712 0.119 -0.505 0.124 0.34
H 2.6180 5.7736 3.0516 0.134 -0.215 0.121 0.28
H 0.9917 5.3203 3.6924 0.212 0.036 0.048 0.27
C -6.5469 1.2524 -3.5869 -0.239 -0.897 1.017 -0.94
C -5.9802 2.4450 -4.2268 -0.749 0.373 -1.750 0.71
O -5.4618 3.3562 -3.6342 0.420 0.123 0.653 -0.59
C -6.1587 2.4989 -5.7265 0.230 0.612 0.489 -0.96
H -5.7383 0.8370 -2.9855 -0.351 -0.246 0.390 0.28
H -6.9736 0.4823 -4.2296 0.425 0.177 -0.327 0.31
H -7.3893 1.5723 -2.9736 0.212 0.044 0.450 0.29
H -5.3608 1.8908 -6.1527 -0.039 0.008 -0.296 0.25
H -6.0455 3.5525 -5.9818 0.025 -0.201 -0.489 0.31
H -7.1284 2.0993 -6.0232 0.110 0.027 -0.073 0.35
C -0.6205 -0.8947 5.9046 -0.720 -0.444 -1.037 -0.93
C -2.0809 -0.5612 5.6958 -1.035 -1.692 2.067 0.73
O -2.9192 -1.4607 5.6130 1.088 1.602 -0.483 -0.57
C -2.4628 0.8910 5.7974 -0.058 0.349 0.432 -0.97
H -0.5244 -1.9744 5.7908 0.198 0.100 -0.033 0.29
H -0.1805 -0.5846 6.8525 -0.182 0.385 -0.201 0.32
H -0.2104 -0.3780 5.0369 1.000 0.010 0.186 0.24
H -1.7460 1.5150 6.3311 0.625 -0.237 -0.394 0.32
H -3.3207 0.9941 6.4619 -0.549 -0.215 -0.663 0.33
H -2.6080 1.2962 4.7960 -0.352 0.166 0.123 0.24
C -3.6741 -4.7617 -0.1320 0.009 0.420 0.730 -0.99
C -4.4556 -5.2178 -1.3108 0.449 -0.131 -0.789 0.76
O -5.5113 -4.7095 -1.5851 -0.486 0.036 -0.101 -0.55
C -3.8358 -6.2720 -2.2150 -0.339 0.020 -0.192 -1.01
H -3.9010 -5.3989 0.7228 0.302 -0.372 -0.033 0.28
H -4.0326 -3.7842 0.1904 0.103 0.116 -0.245 0.32
H -2.6038 -4.7426 -0.3378 0.001 -0.129 0.167 0.28
H -3.2223 -5.8031 -2.9843 0.154 0.356 0.118 0.26
H -4.6403 -6.7436 -2.7793 0.054 -0.271 0.239 0.32
H -3.1863 -6.9849 -1.7070 -0.224 -0.048 0.104 0.33
C 2.2157 -5.6830 -0.8258 0.513 1.092 0.173 -1.07
C 1.5651 -6.9146 -1.3301 -0.103 -0.630 0.095 0.81
O 1.2926 -7.0146 -2.4994 -0.331 -0.264 -0.253 -0.55
C 1.3523 -8.0462 -0.3226 -0.155 0.695 -0.930 -1.04
H 1.6286 -5.1543 -0.0748 -0.115 -0.241 0.213 0.30
H 2.3823 -4.9773 -1.6397 0.008 -0.177 -0.092 0.30
H 3.1818 -5.9211 -0.3807 0.023 -0.039 0.142 0.31
H 2.3443 -8.4510 -0.1222 -0.092 -0.137 0.302 0.33
H 0.7142 -8.7980 -0.7870 0.101 -0.022 0.202 0.28
H 0.8991 -7.6236 0.5742 0.137 -0.267 0.157 0.33
C 5.1824 1.0884 8.4075 -0.450 0.600 0.301 -1.05
C 4.2223 1.6726 7.3977 0.067 -0.710 -0.994 0.76
O 3.2238 2.2868 7.6891 0.301 -0.002 0.139 -0.56
C 4.5386 1.3806 5.9106 -0.470 0.327 0.595 -0.97
H 5.2872 0.0199 8.2192 0.058 0.020 0.149 0.31
H 4.7826 1.3087 9.3973 0.044 -0.316 0.033 0.30
H 6.1635 1.5603 8.3543 0.078 -0.063 -0.278 0.31
H 5.0671 0.4451 5.7271 0.158 0.148 0.198 0.34
H 5.1227 2.2310 5.5587 0.179 -0.096 -0.181 0.27
H 3.5972 1.3662 5.3615 0.028 0.084 0.017 0.29
C 3.3218 3.1217 -4.7651 1.371 -0.372 0.318 -0.95
C 4.4104 2.0738 -5.0565 0.600 -0.943 1.331 0.73
O 5.1860 1.6905 -4.1776 -1.239 0.925 -1.208 -0.56
C 4.4198 1.4210 -6.4087 0.567 0.931 -0.735 -0.99
H 3.6426 3.5687 -3.8241 -0.379 0.114 0.042 0.29
H 2.3680 2.6074 -4.6476 -0.083 0.145 -0.149 0.23
H 3.2919 3.8898 -5.5379 -0.237 -0.165 -0.053 0.35
H 4.2119 2.1644 -7.1782 -0.683 0.021 -0.017 0.33
H 3.6907 0.6120 -6.4523 0.121 -0.025 -0.078 0.26
H 5.4257 1.1248 -6.7064 -0.060 -0.643 0.549 0.32
```
Positions in Å, forces in eV/Å.

## Properties
- HOMO-LUMO gap: 1.6 eV
- Highest occupied orbital energy: -10.79 eV
- Total charge: +1